Entry 1:
Below is the molecule C14H15Cl2N3, with properties calculated with ωB97M-V/def2-TZVPD.

Output
Relative energy (zero: lowest compared OMol25 entry of this formula, charge and spin) = 39.11 kcal/mol
SMILES = CC1=NN=C(N(C)C)C/C1=C\c1c(Cl)cccc1Cl
Total charge = 0
Multiplicity = 1
Frontier orbital gap = 8.245 eV

Each line ends with the Mulliken charge.
Positions of all 34 atoms, in Å:
C -3.3787 -0.5881 -1.9978  -1.32
C -2.0892 -1.0313 -1.3278  0.63
N -1.4596 -2.0799 -1.7317  -0.60
N -0.2191 -2.5489 -1.3767  -0.63
C 0.5123 -1.9572 -0.4885  0.51
N 1.7914 -2.4632 -0.1786  0.00
C 2.4272 -3.2807 -1.3014  -0.96
C 2.6429 -2.1050 1.0237  -0.81
C -0.0589 -0.7371 0.3175  -0.64
C -1.3110 -0.2224 -0.4122  1.06
C -1.6858 1.0777 -0.2174  -1.72
C -0.9470 2.0617 0.5552  0.17
C -1.3002 2.4905 1.8415  0.15
Cl -2.9422 2.1063 2.4922  -0.19
C -0.3654 3.2831 2.5041  -0.24
C 0.8531 3.7817 1.9018  -0.71
C 1.0795 3.4530 0.5450  -0.37
C 0.1618 2.6168 -0.1337  0.44
Cl 0.3786 2.3142 -1.7751  -0.17
H -3.2556 0.1977 -2.7644  0.26
H -4.1937 -0.3571 -1.3193  0.41
H -3.8008 -1.4985 -2.5086  0.38
H 3.5241 -3.1145 -1.2785  0.32
H 2.3978 -4.3207 -0.9434  0.31
H 1.9587 -2.9850 -2.2312  0.37
H 2.7737 -0.9527 1.0548  0.25
H 2.2988 -2.5157 1.9373  0.27
H 3.5437 -2.5114 0.7413  0.37
H 0.6577 -0.0210 0.5293  0.49
H -0.3959 -1.0973 1.2861  0.30
H -2.5247 1.4745 -0.7259  0.59
H -0.5625 3.5011 3.5161  0.45
H 1.5368 4.4402 2.5658  0.27
H 1.9522 3.5893 -0.0997  0.35

=====

Entry 2:
Below is the molecule C14H15ClN2S, with properties calculated with ωB97M-V/def2-TZVPD.

Output
Relative energy (zero: lowest compared OMol25 entry of this formula, charge and spin) = 0.00 kcal/mol
SMILES = Nc1nc(C2(c3ccc(Cl)cc3)CCCC2)cs1
Total charge = 0
Multiplicity = 1
Frontier orbital gap = 8.595 eV

Each line ends with the Mulliken charge.
Positions of all 33 atoms, in Å:
N 3.9294 -2.3125 -0.3499  -0.49
C 2.8886 -1.5224 -0.7396  0.43
N 1.8340 -1.4211 0.0247  -0.50
C 0.8779 -0.5555 -0.5173  -0.95
C -0.4661 -0.2548 0.0787  2.87
C -0.5302 1.2593 0.2889  -0.66
C -1.3181 2.0823 -0.5181  -0.23
C -1.3149 3.4693 -0.3389  -0.75
C -0.5083 4.1027 0.6662  0.23
Cl -0.4384 5.8550 0.8604  -0.22
C 0.3116 3.2919 1.4445  -0.84
C 0.2949 1.8788 1.2471  -0.15
C -0.7717 -1.0189 1.3803  -1.13
C -1.2646 -2.4144 0.9647  -0.65
C -1.6845 -2.3208 -0.5029  -0.82
C -1.4833 -0.8422 -0.8849  -1.08
C 1.2636 -0.0637 -1.7218  -0.43
S 2.7765 -0.7474 -2.2831  -0.25
H 4.4649 -2.8072 -1.1394  0.26
H 3.7056 -2.9005 0.4632  0.27
H -1.9497 1.6960 -1.3018  0.39
H -1.8774 4.0714 -1.0616  0.35
H 0.9841 3.7423 2.1699  0.39
H 0.9551 1.2350 1.8355  0.35
H 0.1533 -1.0889 1.9690  0.45
H -1.6042 -0.5623 1.9318  0.41
H -0.4542 -3.1456 1.1150  0.21
H -2.0855 -2.6515 1.6492  0.42
H -1.0601 -2.9933 -1.0801  0.29
H -2.7186 -2.6613 -0.6750  0.44
H -1.1850 -0.7258 -1.9490  0.40
H -2.4463 -0.3327 -0.7203  0.45
H 0.7216 0.6590 -2.3055  0.53

=====

Entry 3:
Below is a structure of composition C14H15CoNO7S3, with properties calculated with ωB97M-V/def2-TZVPD.

Output
Total charge = -2
Multiplicity = 2
Frontier orbital gap (alpha / beta) = 6.293 / 6.390 eV

Each line ends with the Mulliken spin population.
Positions of all 41 atoms, in Å:
Co -0.1449 0.4628 0.7680  1.03
O 3.7629 1.2280 2.2028  0.00
S 2.3645 1.5230 1.8075  0.00
O 1.5555 2.8637 -2.5723  0.00
O 1.7704 0.3572 0.9942  -0.01
C 1.4204 1.3753 3.3749  0.00
C 1.8858 2.1815 4.4063  0.00
C 1.1575 2.3473 5.5732  -0.01
C -0.0824 1.7323 5.6923  0.00
C -0.5518 0.9223 4.6718  -0.01
C 0.2113 0.6753 3.5274  0.00
S -2.2968 1.9777 0.9071  -0.01
O -2.8826 2.9997 0.0369  0.00
O -3.1981 1.5477 1.9589  0.00
O -1.8952 0.7510 0.0313  -0.02
H 2.8362 2.6877 4.2742  0.00
H 1.5380 2.9789 6.3689  0.00
H -0.6901 1.8996 6.5751  0.00
H -1.5271 0.4553 4.7249  0.00
N -0.3140 -0.2006 2.5609  0.00
C -0.2187 -1.5376 2.7665  -0.02
C -0.7336 -2.4205 1.7832  0.01
C -0.6757 -3.7897 1.9339  0.00
C -0.1118 -4.3710 3.0699  0.01
C 0.3952 -3.5215 4.0466  -0.01
C 0.3504 -2.1441 3.9125  0.01
H -1.2095 -1.9868 0.9087  -0.02
H -1.0863 -4.4205 1.1516  0.00
H -0.0663 -5.4474 3.1847  0.00
H 0.8516 -3.9410 4.9385  0.00
H 0.7747 -1.5194 4.6874  0.00
C 0.3648 4.1989 -0.6142  0.00
S 0.4611 2.6831 -1.5613  0.00
C -1.0715 2.8935 -2.4631  0.00
O -0.9577 2.4008 1.4337  0.04
H -0.5967 4.2193 -0.1035  0.00
H 0.5017 5.0253 -1.3141  0.00
H 1.1640 4.1645 0.1239  0.00
H -1.0231 3.8515 -2.9851  0.00
H -1.9073 2.8483 -1.7624  0.00
H -1.1117 2.0773 -3.1832  0.00